[1]
# C6H6O2

One molecule with the formula C6H6O2 (ωB97M-V/def2-TZVPD, the Open Molecules 2025 dataset).

Geometry as XYZ:
```
14
Properties=species:S:1:pos:R:3
O 0.989 2.153 -0.199
C 1.141 0.965 0.153
C 2.209 -0.038 0.347
C 1.648 -1.229 -0.003
C 0.156 -1.158 -0.253
C -0.218 0.101 -0.059
C -1.543 0.702 0.022
O -2.555 -0.295 0.175
H 3.303 0.132 0.213
H 2.085 -2.191 -0.164
H -0.473 -2.081 -0.380
H -1.597 1.336 -0.868
H -1.701 1.440 0.906
H -3.445 0.165 0.111
```

Its HOMO energy is -9.1 eV. As for the SMILES: O=C1C=CC=C1CO. The calculation puts the energy above the lowest of the compared OMol25 structures with the same formula, charge and spin at 1.907 eV. The value obtained for the calculated total energy is -10411.502 eV.

***

[2]
# C42H56HfN9O2PS

C42H56HfN9O2PS as an isolated structure (ωB97M-V/def2-TZVPD, the Open Molecules 2025 dataset).

Geometry as XYZ:
```
112
Properties=species:S:1:pos:R:3
Hf 0.360 0.482 0.893
N 2.000 -1.531 4.321
C 1.959 -0.929 3.116
S 1.525 0.794 3.089
N 2.224 -1.650 2.073
N 2.059 -0.957 0.875
C 2.998 -1.055 0.001
C 4.216 -1.865 0.170
C 4.125 -3.219 0.501
C 5.277 -3.973 0.636
C 6.524 -3.378 0.476
C 6.620 -2.028 0.167
C 5.469 -1.275 -0.003
C 2.785 -0.203 -1.209
C 3.641 -0.207 -2.285
C 3.464 0.741 -3.291
C 2.433 1.647 -3.182
C 1.571 1.542 -2.101
N 1.724 0.628 -1.143
H 2.040 -0.968 5.153
H 2.392 -2.459 4.362
H 3.155 -3.677 0.644
H 5.204 -5.027 0.878
H 7.424 -3.969 0.596
H 7.590 -1.560 0.053
H 5.552 -0.217 -0.227
H 4.443 -0.931 -2.333
H 4.143 0.772 -4.134
H 2.274 2.424 -3.918
H 0.728 2.211 -2.006
C -3.475 -0.201 -1.791
N -2.281 0.187 -0.985
C -2.172 2.705 -1.097
C -0.847 3.239 -0.578
C -0.360 4.513 -0.645
C 0.897 4.529 0.027
C 1.124 3.263 0.478
N 0.065 2.428 0.106
C -4.481 -1.073 -1.087
C -5.775 -0.612 -0.870
C -6.716 -1.414 -0.234
C -6.363 -2.689 0.185
C -5.074 -3.162 -0.042
C -4.140 -2.358 -0.679
H -3.050 -0.738 -2.639
H -3.969 0.696 -2.181
H -2.088 2.348 -2.123
H -0.841 5.364 -1.112
H 1.539 5.384 0.179
H 1.968 2.893 1.039
H -6.062 0.378 -1.216
H -7.722 -1.045 -0.075
H -7.094 -3.319 0.677
H -4.804 -4.165 0.267
H -3.137 -2.727 -0.868
O -3.233 0.972 3.181
C -2.654 1.118 2.146
O -1.332 1.062 2.002
C -3.457 1.350 0.842
N -2.421 1.440 -0.272
C -3.311 3.703 -0.980
C -3.759 3.849 0.474
C -4.407 2.541 0.923
H -4.006 0.431 0.684
H -1.522 0.310 -1.652
H -1.624 1.483 0.366
H -4.154 3.355 -1.585
H -2.979 4.646 -1.411
H -4.472 4.666 0.568
H -2.902 4.096 1.110
H -5.280 2.341 0.300
H -4.748 2.584 1.956
C -0.901 -3.668 -5.762
C -1.238 -3.478 -4.278
C -2.720 -3.096 -4.153
P -0.222 -2.321 -3.244
C 1.362 -3.237 -2.881
C 1.255 -3.926 -1.513
C 1.862 -4.250 -3.914
C 0.366 -0.910 -4.281
C -0.806 -0.082 -4.820
C 1.411 -1.153 -5.373
H -1.514 -4.480 -6.163
H 0.136 -3.922 -5.954
H -1.149 -2.773 -6.337
H -1.105 -4.437 -3.765
H -2.913 -2.113 -4.596
H -3.061 -3.077 -3.118
H -3.341 -3.816 -4.692
H 2.106 -2.438 -2.797
H 0.366 -4.566 -1.456
H 1.202 -3.208 -0.692
H 2.123 -4.569 -1.337
H 1.143 -5.060 -4.061
H 2.788 -4.706 -3.554
H 2.075 -3.807 -4.883
H 0.852 -0.301 -3.516
H -1.304 -0.581 -5.654
H -0.451 0.885 -5.191
H -1.568 0.111 -4.056
H 1.032 -1.775 -6.183
H 2.317 -1.619 -4.981
H 1.704 -0.195 -5.817
N -1.114 -1.620 2.705
C -1.552 -2.863 2.909
C -1.476 -3.538 1.706
C -0.979 -2.600 0.806
N -0.756 -1.435 1.411
H -1.130 -0.835 3.339
H -1.899 -3.176 3.884
H -1.759 -4.561 1.508
H -0.778 -2.695 -0.254
```

Its HOMO energy is -13.0 eV. The calculation puts the energy above the lowest of the compared OMol25 structures with the same formula, charge and spin at 3.381 eV. The charge is +2. The value obtained for the calculated total energy is -83389.407 eV.

***

[3]
# C43H75BCl34N3O6P2S

A 18-piece molecular cluster, C43H75BCl34N3O6P2S overall (ωB97M-V/def2-TZVPD, the Open Molecules 2025 dataset).

Geometry as XYZ:
```
165
Properties=species:S:1:pos:R:3
N -1.642 2.024 -4.562
C -0.284 1.659 -4.576
O 0.526 2.375 -5.131
C 0.051 0.371 -3.893
C 0.367 0.605 -2.388
B 1.863 0.005 -2.089
C 2.993 0.944 -2.850
C 3.507 1.956 -1.836
C 2.539 2.999 -1.429
O 3.741 3.271 -2.290
O 2.255 -0.075 -0.638
C 2.637 -1.370 -0.327
C 2.681 -1.652 1.171
C 1.361 -1.677 1.938
C 0.588 -0.349 1.914
C -0.914 -0.567 2.217
N -1.248 -0.343 3.613
C -0.778 -1.036 4.688
C -1.334 -0.530 5.835
C -2.165 0.543 5.429
C -2.095 0.633 4.065
P 4.453 -1.437 -0.799
O 5.269 -0.439 -0.051
C 1.859 -2.281 -1.319
C 2.525 -3.559 -1.837
C 1.651 -4.262 -2.892
C 2.425 -4.915 -4.053
N 2.144 -4.306 -5.358
C 1.016 -4.890 -6.090
C -0.189 -3.976 -5.986
C -1.171 -4.162 -5.021
C -2.225 -3.261 -4.911
C -2.311 -2.185 -5.773
C -1.355 -2.013 -6.757
C -0.302 -2.902 -6.860
O 0.667 -2.704 -7.833
P 0.056 -2.569 -0.966
S -0.436 -4.254 -0.045
O 1.831 -1.443 -2.474
H -2.156 1.425 -3.927
H -1.737 2.997 -4.291
H 0.906 -0.049 -4.421
H -0.760 -0.344 -4.028
H -0.423 0.108 -1.816
H 0.257 1.674 -2.195
H 2.600 1.582 -3.645
H 3.865 0.398 -3.219
H 4.169 1.588 -1.058
H 2.713 3.477 -0.473
H 1.793 3.377 -2.112
H 3.280 -0.846 1.601
H 3.227 -2.578 1.359
H 0.711 -2.503 1.652
H 1.622 -1.880 2.980
H 0.652 0.137 0.945
H 0.936 0.289 2.721
H -1.221 -1.572 1.919
H -1.518 0.142 1.655
H -0.091 -1.856 4.573
H -1.171 -0.875 6.841
H -2.775 1.157 6.069
H -2.602 1.301 3.393
H 4.595 -1.391 -2.194
H 4.868 -2.744 -0.446
H 3.467 -3.315 -2.326
H 2.748 -4.245 -1.017
H 1.120 -5.064 -2.385
H 0.960 -3.558 -3.339
H 3.502 -4.854 -3.889
H 2.172 -5.982 -4.070
H 2.981 -4.277 -5.916
H 1.278 -4.993 -7.140
H 0.765 -5.891 -5.724
H -1.097 -4.997 -4.337
H -2.936 -3.412 -4.109
H -3.111 -1.462 -5.693
H -1.425 -1.174 -7.435
H 0.272 -2.900 -8.687
H -0.408 -1.473 -0.237
H -0.573 -2.528 -2.213
C -4.925 -3.351 5.754
Cl -5.023 -3.873 7.448
Cl -3.526 -2.312 5.460
H -4.849 -4.235 5.131
H -5.827 -2.801 5.519
C -2.443 -0.439 10.048
Cl -1.558 -1.571 9.019
Cl -3.931 0.130 9.276
H -2.702 -0.940 10.973
H -1.802 0.407 10.240
C -4.234 -4.991 -0.971
Cl -3.830 -6.628 -1.500
Cl -4.059 -3.814 -2.276
H -5.262 -4.983 -0.629
H -3.555 -4.707 -0.174
C 7.709 -0.330 2.010
Cl 6.454 -0.703 3.190
Cl 9.243 -1.145 2.381
H 7.357 -0.656 1.037
H 7.879 0.739 2.014
C -4.756 2.506 -6.144
Cl -6.058 3.592 -6.658
Cl -5.318 0.833 -5.957
H -3.969 2.531 -6.892
H -4.383 2.850 -5.187
C -3.480 4.846 -1.857
Cl -3.460 4.245 -3.528
Cl -3.718 3.543 -0.696
H -2.527 5.321 -1.659
H -4.292 5.556 -1.761
C 1.072 1.573 10.718
Cl -0.106 0.818 11.808
Cl 0.285 2.283 9.305
H 1.591 2.351 11.264
H 1.764 0.811 10.387
C 3.524 -0.843 13.138
Cl 2.907 0.562 14.017
Cl 4.020 -0.451 11.488
H 4.390 -1.221 13.668
H 2.743 -1.592 13.097
C -9.061 -2.844 4.121
Cl -8.507 -4.031 5.309
Cl -7.787 -1.703 3.677
H -9.377 -3.372 3.230
H -9.887 -2.290 4.550
C 6.733 3.170 -3.534
Cl 6.514 1.434 -3.369
Cl 8.272 3.731 -2.838
H 6.714 3.439 -4.583
H 5.917 3.650 -3.006
C 5.693 4.487 0.005
Cl 4.859 5.601 1.116
Cl 6.230 3.027 0.829
H 4.992 4.198 -0.774
H 6.557 4.996 -0.408
C 2.801 8.342 2.428
Cl 1.406 7.670 3.283
Cl 3.654 9.544 3.407
H 3.482 7.535 2.194
H 2.451 8.820 1.521
C 1.143 3.550 2.475
Cl 0.011 2.669 3.510
Cl 0.314 4.327 1.114
H 1.634 4.318 3.060
H 1.870 2.847 2.078
C -1.701 4.481 -8.938
Cl -1.983 3.678 -7.393
Cl -3.194 5.121 -9.645
H -1.015 5.304 -8.777
H -1.277 3.760 -9.625
C -3.427 -9.900 0.861
Cl -2.620 -8.407 1.338
Cl -5.191 -9.760 0.925
H -3.139 -10.137 -0.156
H -3.123 -10.689 1.538
C -6.983 1.302 -9.325
Cl -7.129 -0.263 -10.140
Cl -6.412 2.569 -10.416
H -7.958 1.586 -8.949
H -6.279 1.200 -8.510
C 0.260 9.501 6.204
Cl 0.805 10.944 7.072
Cl -1.488 9.271 6.341
H 0.513 9.609 5.158
H 0.757 8.636 6.625
```

Its HOMO energy is -5.9 eV. The charge is -1. The value obtained for the calculated total energy is -518418.130 eV.

***

[4]
# C34H43NbO11P

C34H43NbO11P as an isolated structure (ωB97M-V/def2-TZVPD, the Open Molecules 2025 dataset).

Geometry as XYZ:
```
90
Properties=species:S:1:pos:R:3
C 2.835 3.306 3.948
C 2.805 2.007 3.025
Nb 2.097 0.264 4.290
C 4.187 -0.571 4.577
O 5.211 0.045 3.772
C 5.464 -0.697 2.614
O 0.058 0.725 3.937
C -0.486 -0.248 3.035
C -2.035 -0.330 3.029
C -2.633 -0.479 4.482
C -2.739 0.781 2.200
C -2.769 2.184 2.883
C -2.205 0.860 0.723
P 1.251 -1.593 5.902
O 0.205 -0.939 6.848
H 1.880 3.342 4.504
H 3.022 4.230 3.372
H 3.621 3.193 4.718
H 2.132 2.259 2.177
H 3.827 1.914 2.611
H 1.965 -0.860 2.826
H 2.193 1.346 5.761
H 4.485 -0.474 5.644
H 4.189 -1.668 4.367
H 6.186 -0.113 2.010
H 5.950 -1.676 2.816
H 4.563 -0.841 1.984
H -0.139 -1.262 3.322
H -0.074 -0.036 2.027
H -2.285 -1.289 2.523
H -1.877 -0.311 5.265
H -3.066 -1.493 4.581
H -3.490 0.216 4.534
H -3.800 0.459 2.099
H -1.994 2.810 2.406
H -3.731 2.694 2.682
H -2.568 2.116 3.962
H -1.810 -0.127 0.436
H -3.012 1.208 0.044
H -1.391 1.610 0.730
H 2.274 -2.144 6.727
H 0.546 -2.603 5.160
C -4.799 3.729 -2.817
C -4.719 3.633 -4.143
C -4.876 2.329 -4.826
O -4.798 2.236 -6.038
C -5.128 1.139 -3.983
C -5.209 1.237 -2.658
C -5.051 2.541 -1.974
O -5.125 2.628 -0.767
H -4.684 4.672 -2.299
H -4.536 4.489 -4.773
H -5.240 0.195 -4.502
H -5.391 0.378 -2.024
C 3.433 -5.890 4.302
C 4.104 -7.026 4.486
C 5.006 -7.205 5.646
O 5.620 -8.241 5.813
C 5.133 -6.076 6.594
C 4.462 -4.940 6.410
C 3.560 -4.761 5.251
O 2.949 -3.729 5.085
H 2.769 -5.739 3.460
H 4.024 -7.863 3.804
H 5.796 -6.226 7.436
H 4.542 -4.102 7.092
C 1.145 4.273 -5.327
C 0.089 4.838 -4.743
C -1.288 4.402 -5.067
O -2.256 4.914 -4.539
C -1.448 3.319 -6.060
C -0.394 2.753 -6.646
C 0.985 3.187 -6.322
O 1.948 2.673 -6.851
H 2.160 4.577 -5.104
H 0.186 5.631 -4.013
H -2.464 3.016 -6.283
H -0.501 1.958 -7.377
C -2.903 -1.774 -7.882
C -2.372 -0.578 -8.128
C -0.999 -0.444 -8.664
O -0.514 0.648 -8.886
C -0.238 -1.687 -8.917
C -0.768 -2.884 -8.671
C -2.142 -3.019 -8.136
O -2.626 -4.108 -7.915
H -3.905 -1.893 -7.490
H -2.915 0.343 -7.949
H 0.765 -1.567 -9.309
H -0.227 -3.804 -8.850
```

Its HOMO energy is -4.3 eV. The charge is -1. The value obtained for the calculated total energy is -69307.327 eV.

***

| no. | LUMO energy (eV) |
| --- | --- |
| 1 | -0.67 |
| 2 | -6.53 |
| 3 | 1.58 |
| 4 | -0.69 |